{"formula": "C5H10O2", "method": "ωB97M-V with the def2-TZVPD basis set", "elements": ["C", "C", "O", "C", "C", "C", "O", "H", "H", "H", "H", "H", "H", "H", "H", "H", "H"], "positions_angstrom": [[1.145, -2.064, 0.306], [0.619, -1.044, -0.679], [1.444, 0.111, -0.702], [0.718, 1.125, -0.038], [-0.717, 0.790, -0.409], [-1.790, 1.360, 0.491], [-0.678, -0.628, -0.294], [1.247, -1.598, 1.290], [0.465, -2.916, 0.389], [2.127, -2.420, -0.016], [0.593, -1.450, -1.701], [0.837, 1.051, 1.056], [1.086, 2.095, -0.374], [-0.914, 1.067, -1.456], [-2.772, 0.964, 0.215], [-1.818, 2.450, 0.388], [-1.594, 1.107, 1.537]], "nbo_charge": [-0.641, 0.375, -0.529, -0.092, 0.069, -0.621, -0.533, 0.213, 0.219, 0.217, 0.149, 0.162, 0.197, 0.166, 0.224, 0.213, 0.213], "smiles": "C[C@@H]1OC[C@H](C)O1", "lumo_energy_ha": 0.0406, "total_energy_ev": -9441.7845, "e_homo_ev": -9.730, "de_lowest_kj_mol": 121.4, "orbital_gap_ev": 10.83}

{"formula": "C23H39F5N8O31", "method": "ωB97M-V with the def2-TZVPD basis set", "elements": ["C", "N", "O", "O", "H", "H", "H", "C", "N", "O", "O", "H", "H", "H", "C", "N", "O", "O", "H", "H", "H", "C", "N", "O", "O", "H", "H", "H", "C", "N", "O", "O", "H", "H", "H", "C", "N", "O", "O", "H", "H", "H", "C", "N", "O", "O", "H", "H", "H", "C", "N", "O", "O", "H", "H", "H", "C", "C", "O", "C", "O", "O", "F", "H", "H", "H", "C", "C", "O", "C", "O", "O", "F", "H", "H", "H", "C", "C", "O", "C", "O", "O", "F", "H", "H", "H", "C", "C", "O", "C", "O", "O", "F", "H", "H", "H", "C", "C", "O", "C", "O", "O", "F", "H", "H", "H"], "positions_angstrom": [[0.416, 0.583, 4.794], [1.523, -0.145, 5.433], [2.443, -0.521, 4.684], [1.441, -0.496, 6.670], [-0.042, 1.281, 5.495], [-0.244, -0.203, 4.426], [0.875, 1.070, 3.933], [0.509, 2.892, -3.950], [1.304, 2.919, -5.191], [1.654, 3.997, -5.637], [1.513, 1.884, -5.792], [0.632, 1.937, -3.439], [-0.514, 3.119, -4.250], [0.976, 3.609, -3.276], [0.364, 0.495, -0.548], [0.057, 0.663, 0.866], [-1.148, 0.496, 1.164], [0.830, 1.039, 1.694], [0.165, 1.508, -0.899], [-0.265, -0.311, -0.925], [1.430, 0.286, -0.637], [-1.237, 4.142, 0.628], [-2.668, 4.694, 0.872], [-3.437, 4.042, 1.636], [-2.992, 5.777, 0.325], [-0.976, 3.413, 1.396], [-0.623, 5.034, 0.753], [-1.107, 3.626, -0.323], [4.759, 3.457, -0.840], [4.021, 2.442, -1.649], [4.337, 2.337, -2.830], [3.118, 1.844, -1.042], [5.743, 3.511, -1.306], [4.914, 3.101, 0.178], [4.209, 4.394, -0.931], [-1.276, -1.622, -3.605], [-0.611, -2.784, -3.163], [-0.313, -2.901, -2.016], [-0.344, -3.687, -3.940], [-2.230, -1.708, -3.084], [-1.505, -1.607, -4.671], [-0.730, -0.783, -3.174], [2.568, -4.166, -1.231], [3.355, -3.054, -0.678], [3.063, -1.956, -1.084], [4.197, -3.244, 0.193], [1.529, -4.094, -0.909], [2.993, -5.128, -0.943], [2.597, -4.022, -2.311], [4.227, -1.327, -3.961], [2.811, -0.978, -4.139], [2.239, -0.421, -3.253], [2.287, -1.132, -5.195], [4.802, -0.458, -3.638], [4.476, -1.586, -4.990], [4.317, -2.114, -3.212], [-4.095, 2.687, -4.519], [-3.991, 1.168, -4.587], [-3.651, 0.811, -3.201], [-3.129, 1.838, -2.591], [-2.627, 1.775, -1.477], [-3.191, 2.941, -3.370], [-3.077, 0.784, -5.513], [-5.114, 3.048, -4.375], [-3.726, 3.218, -5.397], [-4.957, 0.778, -4.909], [-0.479, -4.118, 3.743], [0.876, -4.805, 3.591], [1.437, -4.071, 2.559], [0.728, -2.958, 2.274], [0.932, -2.127, 1.421], [-0.370, -2.867, 3.083], [0.761, -6.068, 3.190], [-0.744, -3.900, 4.777], [-1.338, -4.662, 3.350], [1.391, -4.843, 4.551], [3.888, -0.278, 1.507], [4.891, -0.810, 2.490], [5.136, 0.309, 3.291], [4.434, 1.407, 2.910], [4.413, 2.486, 3.507], [3.714, 1.114, 1.819], [5.850, -1.376, 1.887], [2.928, -0.792, 1.548], [4.265, -0.291, 0.484], [4.431, -1.688, 2.943], [-4.243, -1.013, -0.139], [-5.323, -1.813, 0.647], [-4.453, -2.733, 1.279], [-3.420, -2.980, 0.567], [-2.674, -3.950, 0.744], [-3.359, -2.033, -0.390], [-6.052, -2.535, -0.214], [-3.912, -0.250, 0.566], [-4.670, -0.563, -1.035], [-5.943, -1.273, 1.363], [-3.916, 1.511, 3.032], [-3.419, 1.902, 4.453], [-2.865, 0.730, 4.955], [-3.388, -0.338, 4.260], [-3.181, -1.494, 4.557], [-4.114, 0.100, 3.185], [-4.343, 2.370, 5.276], [-3.179, 1.687, 2.249], [-4.820, 2.068, 2.788], [-2.741, 2.754, 4.393]], "lowdin_spin": [0.002, -0.001, 0.007, 0.006, 0.000, 0.000, 0.001, 0.000, 0.000, 0.000, 0.000, 0.000, 0.000, 0.000, 0.008, 0.000, 0.062, 0.168, 0.000, 0.003, 0.002, 0.000, 0.000, 0.000, 0.000, 0.000, 0.000, 0.000, 0.000, 0.000, -0.001, 0.010, 0.000, 0.000, 0.000, 0.000, 0.000, 0.001, 0.000, 0.000, 0.000, 0.000, 0.001, 0.000, 0.010, -0.001, 0.000, 0.000, 0.000, 0.000, 0.000, 0.000, 0.000, 0.000, 0.000, 0.000, 0.000, 0.000, 0.000, 0.000, 0.000, 0.000, 0.000, 0.000, 0.000, 0.000, 0.001, 0.000, 0.000, 0.001, 0.022, 0.006, 0.000, 0.001, 0.000, 0.000, 0.068, 0.001, -0.027, -0.009, 0.263, 0.332, 0.003, 0.028, 0.032, 0.001, 0.000, 0.000, 0.000, 0.000, 0.000, 0.000, 0.000, 0.000, 0.000, 0.000, 0.000, 0.000, 0.000, 0.000, 0.000, 0.000, 0.000, 0.000, 0.000, 0.000], "charge": 1, "lumo_energy_ha": [-0.1294, -0.3721], "total_energy_ev": -113430.0475, "e_homo_ev": [-12.815, -12.813], "multiplicity": 2, "orbital_gap_ev": [9.29, 2.69]}